{"formula": "C72H160N9O3", "method": "the ωB97M-V functional and the def2-TZVPD basis", "symbols": ["N", "O", "O", "O", "C", "C", "C", "C", "N", "C", "C", "C", "C", "C", "H", "H", "H", "H", "H", "H", "H", "H", "H", "H", "H", "H", "H", "H", "H", "H", "H", "H", "H", "H", "C", "C", "C", "C", "N", "C", "C", "C", "C", "C", "H", "H", "H", "H", "H", "H", "H", "H", "H", "H", "H", "H", "H", "H", "H", "H", "H", "H", "H", "H", "C", "C", "C", "C", "N", "C", "C", "C", "C", "C", "H", "H", "H", "H", "H", "H", "H", "H", "H", "H", "H", "H", "H", "H", "H", "H", "H", "H", "H", "H", "C", "C", "C", "C", "N", "C", "C", "C", "C", "C", "H", "H", "H", "H", "H", "H", "H", "H", "H", "H", "H", "H", "H", "H", "H", "H", "H", "H", "H", "H", "C", "C", "C", "C", "N", "C", "C", "C", "C", "C", "H", "H", "H", "H", "H", "H", "H", "H", "H", "H", "H", "H", "H", "H", "H", "H", "H", "H", "H", "H", "C", "C", "C", "C", "N", "C", "C", "C", "C", "C", "H", "H", "H", "H", "H", "H", "H", "H", "H", "H", "H", "H", "H", "H", "H", "H", "H", "H", "H", "H", "C", "C", "C", "C", "N", "C", "C", "C", "C", "C", "H", "H", "H", "H", "H", "H", "H", "H", "H", "H", "H", "H", "H", "H", "H", "H", "H", "H", "H", "H", "C", "C", "C", "C", "N", "C", "C", "C", "C", "C", "H", "H", "H", "H", "H", "H", "H", "H", "H", "H", "H", "H", "H", "H", "H", "H", "H", "H", "H", "H"], "coordinates": [[0.6845, -0.5882, 0.0699], [-0.0395, 0.3148, -0.2346], [1.6164, -0.2992, 0.8324], [0.4472, -1.7121, -0.3411], [2.0306, 0.7838, -2.9726], [3.3901, 0.2624, -3.5520], [4.0866, -0.7876, -2.7156], [3.3919, -2.1850, -2.7951], [3.9677, -3.2339, -1.7835], [3.8492, -2.7191, -0.3016], [5.2064, -2.7555, 0.3274], [5.9592, -3.7897, -0.4640], [5.4960, -3.6111, -1.8973], [3.0920, -4.4759, -2.0119], [1.3468, -0.0622, -3.0415], [1.5353, 1.6319, -3.4454], [2.0877, 0.9954, -1.9048], [4.0399, 1.1339, -3.4727], [3.3581, -0.0994, -4.5797], [4.1554, -0.5134, -1.6629], [5.1264, -0.8592, -3.0346], [3.5449, -2.5375, -3.8151], [2.3145, -2.2344, -2.6374], [3.0891, -3.2845, 0.2376], [3.3246, -1.7736, -0.1638], [5.2266, -3.0405, 1.3793], [5.6767, -1.7727, 0.3615], [5.7663, -4.7732, -0.0354], [7.0395, -3.6726, -0.3783], [5.6685, -4.4773, -2.5361], [5.9106, -2.6882, -2.3029], [2.9147, -4.5195, -3.0865], [2.1100, -4.2156, -1.6170], [3.5600, -5.3021, -1.4767], [0.4108, -4.2049, -4.6721], [-0.9043, -4.9586, -5.0655], [-1.5683, -5.6749, -3.8787], [-1.0511, -7.0874, -3.6691], [-1.7156, -7.8993, -2.5326], [-1.1955, -9.4013, -2.5458], [-2.3981, -10.3947, -2.4162], [-3.5633, -9.4709, -2.1225], [-3.1580, -8.2018, -2.8842], [-1.4831, -7.2637, -1.1651], [0.7105, -3.8085, -5.6423], [1.1484, -4.9176, -4.3031], [0.3266, -3.3824, -3.9618], [-0.7446, -5.5966, -5.9347], [-1.6660, -4.2230, -5.3236], [-2.5374, -5.9548, -4.2917], [-1.7383, -5.0581, -2.9962], [-0.0310, -7.0581, -3.2862], [-1.2352, -7.7288, -4.5310], [-0.4813, -9.4816, -1.7263], [-0.6934, -9.6231, -3.4875], [-2.2816, -11.3048, -1.8278], [-2.5283, -10.7984, -3.4203], [-3.7138, -9.2005, -1.0774], [-4.4610, -9.9165, -2.5512], [-3.7732, -7.3399, -2.6261], [-3.2197, -8.3103, -3.9670], [-2.0314, -7.8461, -0.4246], [-1.8926, -6.2536, -1.1538], [-0.4123, -7.1165, -1.0246], [0.9148, -6.7075, 2.1094], [0.7086, -5.1858, 2.1077], [1.7291, -4.4563, 2.9623], [1.4021, -2.9527, 3.1501], [2.3115, -2.2318, 4.1958], [2.0325, -0.7006, 4.2433], [1.8246, -0.3748, 5.7454], [2.4991, -1.4868, 6.5055], [2.2173, -2.7297, 5.6481], [3.7897, -2.3109, 3.7166], [0.2053, -7.1801, 1.4302], [0.8464, -7.1698, 3.0941], [1.9167, -6.8859, 1.7190], [-0.2646, -4.7049, 2.2064], [1.0387, -4.8787, 1.1153], [2.7058, -4.6140, 2.5049], [1.7897, -4.9269, 3.9437], [0.4178, -2.8825, 3.6130], [1.4114, -2.4376, 2.1895], [2.9259, -0.1297, 3.9905], [1.2240, -0.3263, 3.6153], [2.2235, 0.6299, 5.8860], [0.8166, -0.3267, 6.1574], [3.5545, -1.2784, 6.6809], [2.0697, -1.6206, 7.4984], [3.0876, -3.3575, 5.8390], [1.2412, -3.2122, 5.6985], [4.0154, -3.3772, 3.7139], [4.3052, -1.7308, 4.4820], [3.8898, -1.9102, 2.7078], [1.9151, 3.4702, -0.0743], [0.6755, 4.4471, -0.0620], [-0.4595, 3.8835, 0.8104], [-0.2038, 4.0211, 2.3462], [-1.2709, 3.2556, 3.2131], [-0.9834, 3.3655, 4.6860], [-1.2587, 2.0223, 5.2850], [-1.9512, 1.1625, 4.2227], [-1.3082, 1.7278, 2.9309], [-2.7685, 3.7702, 2.9636], [1.6698, 2.4702, -0.4320], [2.2946, 3.3390, 0.9390], [2.7103, 3.7860, -0.7496], [0.3993, 4.4621, -1.1164], [0.9528, 5.4801, 0.1477], [-0.5476, 2.8473, 0.4841], [-1.3959, 4.4022, 0.6048], [-0.2231, 5.0588, 2.6792], [0.7546, 3.5580, 2.5810], [-1.4836, 4.1293, 5.2814], [0.0673, 3.6552, 4.6952], [-1.7152, 2.0263, 6.2748], [-0.2963, 1.5748, 5.5333], [-3.0400, 1.2091, 4.1975], [-1.7181, 0.1157, 4.4177], [-1.8590, 1.4433, 2.0344], [-0.2637, 1.4486, 2.7920], [-2.7516, 4.8584, 3.0232], [-3.4272, 3.2770, 3.6783], [-3.0210, 3.4562, 1.9508], [4.1088, 7.6521, 1.7006], [3.5095, 6.3720, 2.3756], [4.5114, 5.3113, 2.7951], [5.1321, 4.4760, 1.6737], [5.6816, 3.1735, 2.2380], [6.6291, 2.5568, 1.1732], [5.6574, 1.8960, 0.1861], [4.4965, 1.3070, 1.0479], [4.6218, 2.0744, 2.4392], [6.4515, 3.3328, 3.5874], [4.6980, 8.2526, 2.3936], [3.3718, 8.3765, 1.3539], [4.7674, 7.2720, 0.9196], [2.8078, 5.8704, 1.7091], [3.0018, 6.7557, 3.2605], [4.0530, 4.7385, 3.6012], [5.2565, 5.9285, 3.2972], [5.9808, 4.8715, 1.1156], [4.4050, 4.0898, 0.9593], [7.2661, 1.7602, 1.5577], [7.3719, 3.2366, 0.7558], [6.1971, 1.1086, -0.3400], [5.3523, 2.5923, -0.5950], [4.5383, 0.2193, 1.1053], [3.5574, 1.4487, 0.5130], [4.9700, 1.4376, 3.2525], [3.7000, 2.5600, 2.7593], [7.2430, 2.5851, 3.5374], [5.7579, 3.3623, 4.4277], [7.0074, 4.2485, 3.3859], [0.1058, 3.9153, -4.3555], [-0.4709, 5.3586, -4.2486], [0.1789, 6.2870, -5.2726], [-0.5680, 7.6707, -5.3670], [0.0316, 8.6148, -6.4046], [1.5983, 8.8382, -6.1417], [1.9427, 10.0737, -7.0369], [0.6349, 10.8837, -7.0898], [-0.4414, 10.0769, -6.3930], [-0.3402, 8.0136, -7.8562], [1.1942, 3.8705, -4.3160], [-0.1479, 3.4605, -5.3130], [-0.2727, 3.2465, -3.5825], [-0.3584, 5.7651, -3.2435], [-1.5448, 5.3774, -4.4345], [0.2582, 5.8742, -6.2783], [1.1858, 6.5648, -4.9609], [-0.4476, 8.3654, -4.5357], [-1.6335, 7.6573, -5.5967], [2.2129, 7.9768, -6.4031], [1.6878, 9.1651, -5.1057], [2.3831, 9.6743, -7.9505], [2.7569, 10.7293, -6.7281], [0.4218, 11.1600, -8.1224], [0.8395, 11.7810, -6.5057], [-1.3481, 10.1604, -6.9922], [-0.6365, 10.4397, -5.3838], [0.0737, 8.6014, -8.6755], [-1.4123, 8.1882, -7.9464], [-0.2064, 6.9393, -7.9826], [-8.5016, -2.6407, 8.6944], [-7.9741, -3.3588, 7.4164], [-6.6921, -2.7333, 6.8685], [-6.1351, -3.6573, 5.7731], [-5.6599, -2.9723, 4.5138], [-4.4037, -2.0754, 4.7234], [-3.2909, -2.5415, 3.7188], [-4.0531, -3.2878, 2.6489], [-5.2024, -4.0302, 3.4209], [-6.7046, -2.1183, 3.7915], [-9.3248, -3.2554, 9.0586], [-8.9482, -1.6471, 8.6550], [-7.8151, -2.7876, 9.5282], [-8.8054, -3.3774, 6.7116], [-7.7300, -4.3655, 7.7557], [-6.0224, -2.7507, 7.7284], [-6.8308, -1.7161, 6.5021], [-6.8997, -4.2794, 5.3080], [-5.2686, -4.1789, 6.1796], [-4.6011, -1.0264, 4.5026], [-4.0078, -2.1413, 5.7368], [-2.6644, -1.7553, 3.2974], [-2.6455, -3.2483, 4.2403], [-4.3639, -2.6224, 1.8435], [-3.3129, -3.9847, 2.2558], [-6.0519, -4.1922, 2.7575], [-4.9725, -4.9919, 3.8796], [-7.5846, -2.7428, 3.6369], [-6.3907, -1.8016, 2.7969], [-7.1253, -1.2779, 4.3435], [-4.5856, 3.6414, -1.5738], [-3.1316, 3.5400, -2.0688], [-2.5538, 2.0963, -1.9749], [-3.4197, 1.0067, -2.6617], [-2.9406, -0.5015, -2.4842], [-1.5884, -0.7054, -3.1250], [-1.7111, -0.9552, -4.6321], [-3.2073, -1.0988, -4.8168], [-3.7915, -1.3805, -3.3773], [-2.9802, -1.0486, -1.0450], [-4.8495, 4.6968, -1.6415], [-4.6854, 3.4388, -0.5075], [-5.3453, 3.1461, -2.1785], [-2.5921, 4.1163, -1.3172], [-2.9383, 4.1134, -2.9754], [-2.2869, 1.8878, -0.9388], [-1.5534, 2.1327, -2.4061], [-3.4271, 1.2446, -3.7254], [-4.4119, 0.9472, -2.2143], [-1.1865, -1.6174, -2.6835], [-1.0514, 0.2127, -2.8866], [-1.1882, -1.8869, -4.8479], [-1.3337, -0.0679, -5.1404], [-3.4375, -1.9195, -5.4961], [-3.6304, -0.2022, -5.2698], [-3.5694, -2.3931, -3.0405], [-4.8185, -1.0272, -3.2855], [-4.0276, -0.9878, -0.7493], [-2.3943, -0.3302, -0.4715], [-2.5953, -2.0650, -0.9626]], "homo_ha": -0.778, "e_tot_ha": -3554.87756, "max_force_ev_per_a": 4.3, "total_charge": 7, "e_lumo_ev": -12.1, "gap_ev": 9.080, "e_above_lowest_ev": 4.176}